# 1
Formula: C4H5DyLiO
Source: the Open Molecules 2025 dataset
Level of theory: the ωB97M-V functional and the def2-TZVPD basis

Positions of all 12 atoms, in Å:
C  -1.41  -0.88  -0.23
C  -2.58  -1.13  -0.47
H  -3.62  -1.35  -0.63
C  0.23  -0.17  -0.89
C  0.95  0.84  -0.05
O  1.08  0.57  1.25
Li  -0.47  -0.23  2.04
H  0.85  -1.09  -0.83
H  -0.34  1.13  -0.32
H  0.25  0.12  -1.95
H  1.85  1.24  -0.55
Dy  3.20  0.95  2.65

Values from the calculation:
HOMO-LUMO gap (alpha / beta) ... 5.7446 / 6.2723 eV
Relative energy (zero: lowest compared OMol25 entry of this formula, charge and spin) ... 1.5430 eV
Total charge ... +2
Multiplicity ... 7
Highest occupied orbital energy (alpha / beta) ... -0.4966 / -0.6333 Ha

# 2
Formula: C4H5ErLiO6
Source: the Open Molecules 2025 dataset
Level of theory: the ωB97M-V functional and the def2-TZVPD basis

Positions of all 17 atoms, in Å:
O  -1.29  1.45  0.61
C  -0.08  2.07  0.21
C  1.11  1.27  0.74
O  0.89  -0.13  0.74
C  0.81  -0.86  -0.47
O  0.30  -0.23  -1.45
O  1.67  -1.82  -0.51
H  -1.99  2.10  0.70
H  -0.01  3.09  0.62
H  -0.04  2.13  -0.89
H  1.27  1.52  1.80
H  2.01  1.52  0.16
O  -0.77  -3.55  -1.00
C  -1.04  -2.39  -0.52
O  -2.25  -2.01  -0.51
Li  -1.50  -0.19  -0.49
Er  0.94  -3.97  0.24

Values from the calculation:
HOMO-LUMO gap (alpha / beta) ... 6.1190 / 5.5366 eV
Multiplicity ... 5
Highest occupied orbital energy (alpha / beta) ... -0.2375 / -0.2507 Ha

# 3
Formula: C4H5F3O2
Source: the Open Molecules 2025 dataset
Level of theory: the ωB97M-V functional and the def2-TZVPD basis

Positions of all 14 atoms, in Å:
C  1.31  -0.74  -1.69
C  1.32  -0.15  -0.29
O  0.16  -0.23  0.61
C  -0.77  0.72  0.71
O  -0.50  1.84  0.37
C  -2.04  0.50  1.45
F  -3.00  1.21  0.80
F  -2.32  -0.88  1.50
F  -2.12  0.85  2.76
H  1.13  -1.90  -1.82
H  2.30  -0.86  -2.07
H  0.72  -0.24  -2.44
H  1.93  0.68  -0.23
H  1.89  -0.79  0.34

Values from the calculation:
HOMO-LUMO gap ... 11.8960 eV
Relative energy (zero: lowest compared OMol25 entry of this formula, charge and spin) ... 1.6427 eV
Highest occupied orbital energy ... -0.4142 Ha

# 4
Formula: C4H5F3O3
Source: the Open Molecules 2025 dataset
Level of theory: the ωB97M-V functional and the def2-TZVPD basis

Positions of all 15 atoms, in Å:
O  -2.51  0.18  0.50
C  -1.46  -0.55  0.26
O  -1.39  -1.64  1.17
C  -0.79  -0.58  -0.91
F  -0.82  0.46  -1.92
F  0.14  -1.60  -1.17
H  -2.67  1.02  0.20
H  -0.92  -2.36  0.71
O  1.77  1.51  -1.01
C  1.65  0.44  -0.13
C  0.90  0.61  0.92
F  0.79  -0.28  1.85
H  2.72  1.74  -1.40
H  2.23  -0.49  -0.28
H  0.37  1.53  1.22

Values from the calculation:
HOMO-LUMO gap ... 8.8519 eV
Relative energy (zero: lowest compared OMol25 entry of this formula, charge and spin) ... 2.9365 eV
Highest occupied orbital energy ... -0.3024 Ha

# 5
Formula: C4H5FN2O
Source: the Open Molecules 2025 dataset
Level of theory: the ωB97M-V functional and the def2-TZVPD basis

Positions of all 13 atoms, in Å:
C  -2.15  -0.38  -0.26
C  -0.73  0.05  -0.17
N  -0.25  1.20  -0.61
C  1.07  1.16  -0.33
F  1.90  2.17  -0.63
C  1.43  0.00  0.29
O  2.59  -0.52  0.76
N  0.26  -0.72  0.39
H  -2.29  -1.31  -0.82
H  -2.73  0.40  -0.74
H  -2.56  -0.57  0.74
H  3.30  0.14  0.58
H  0.17  -1.63  0.80

Values from the calculation:
HOMO-LUMO gap ... 8.6569 eV
Relative energy (zero: lowest compared OMol25 entry of this formula, charge and spin) ... 0.0000 eV
Highest occupied orbital energy ... -0.2951 Ha

# 6
Formula: C4H5FN2S
Source: the Open Molecules 2025 dataset
Level of theory: the ωB97M-V functional and the def2-TZVPD basis

Positions of all 13 atoms, in Å:
C  2.83  0.23  -0.01
N  2.11  -0.82  -0.01
N  0.75  -0.78  -0.01
C  -0.18  0.18  0.01
S  0.09  1.84  0.00
C  -1.54  -0.37  0.00
C  -2.64  0.39  0.00
F  -3.84  -0.17  -0.01
H  2.49  1.26  0.05
H  3.90  0.01  -0.02
H  0.37  -1.75  0.03
H  -1.70  -1.48  0.01
H  -2.65  1.47  -0.03

Values from the calculation:
HOMO-LUMO gap ... 8.2969 eV
Relative energy (zero: lowest compared OMol25 entry of this formula, charge and spin) ... 2.2663 eV
Highest occupied orbital energy ... -0.3164 Ha